24
Properties=species:S:1:pos:R:3 method="wB97M-V/def2-TZVPD" s2=0.7550 e_homo_ev="-13.37 / -12.67" e_tot_ev=-12584.9531 orbital_gap_ev="10.4 / 2.4" charge=+1 de_lowest_kcal_mol=75.9 multiplicity=2
C 0.26 -0.98 3.20
O 0.97 -2.01 2.55
H 0.80 -0.63 4.09
H 0.17 -0.13 2.52
H -0.72 -1.34 3.50
H 0.25 -2.56 2.22
C -0.62 2.10 0.69
O -0.17 1.06 -0.20
H -0.24 1.92 1.69
H -0.26 3.08 0.37
H -1.71 2.06 0.72
H 0.12 0.27 0.26
C -3.20 0.08 -1.84
O -2.15 0.76 -2.38
H -3.28 0.51 -0.84
H -4.07 0.35 -2.43
H -3.02 -1.00 -1.80
H -1.50 0.81 -1.67
C 2.75 -0.60 -1.67
O 3.49 -1.53 -2.36
H 2.97 0.41 -2.03
H 1.67 -0.77 -1.65
H 3.06 -0.45 -0.63
H 4.44 -1.42 -2.30

17
Properties=species:S:1:pos:R:3 method="wB97M-V/def2-TZVPD" e_homo_ev=-8.36 e_tot_ev=-37993.9117 orbital_gap_ev=8.6 de_lowest_kcal_mol=13.8
C -1.69 -0.46 -1.25
C -0.75 0.69 -0.88
Si 0.80 0.57 0.37
P 0.56 2.12 2.16
P 0.70 -2.08 1.00
P 2.83 0.71 -0.64
H -2.57 -0.36 -0.46
H -2.05 -0.27 -2.27
H -1.09 -1.38 -1.13
H -1.26 1.65 -0.56
H -0.26 0.92 -1.76
H -0.86 1.92 2.18
H 0.42 0.99 3.14
H -0.55 -2.30 1.64
H 0.12 -2.32 -0.26
H 3.34 -0.20 0.21
H 2.32 -0.20 -1.49

80
Properties=species:S:1:pos:R:3 method="wB97M-V/def2-TZVPD" e_homo_ev="-13.29 / -13.39" e_tot_ev=-189209.3859 orbital_gap_ev="3.9 / 5.7" charge=+2 de_lowest_kcal_mol=18.8
Pb -0.48 -0.31 -0.50
C 1.60 1.08 -2.68
C 1.95 -0.41 -2.66
O 0.81 -1.27 -2.41
C 1.19 -2.59 -1.97
C -0.01 -3.41 -1.48
O -0.80 -2.76 -0.47
C -0.90 -3.28 0.87
C -0.43 -2.27 1.93
O -1.24 -1.08 1.83
C -0.98 0.00 2.73
C 0.16 0.95 2.34
O -0.17 1.66 1.13
C 0.90 2.47 0.59
C 0.75 2.68 -0.92
O 0.64 1.45 -1.68
H 1.17 1.35 -3.65
H 2.53 1.63 -2.53
H 2.71 -0.60 -1.90
H 2.38 -0.66 -3.63
H 1.93 -2.51 -1.18
H 1.63 -3.14 -2.81
H 0.38 -4.36 -1.10
H -0.68 -3.62 -2.32
H -0.32 -4.19 0.98
H -1.96 -3.50 1.04
H 0.62 -2.04 1.77
H -0.56 -2.72 2.92
H -0.77 -0.39 3.73
H -1.92 0.56 2.77
H 1.08 0.38 2.19
H 0.31 1.66 3.15
H 1.85 2.00 0.79
H 0.86 3.46 1.06
H 1.60 3.27 -1.26
H -0.17 3.23 -1.13
C 3.76 0.36 8.79
C 4.36 -0.31 7.60
C 3.60 -1.17 6.80
C 4.14 -1.76 5.68
C 5.46 -1.51 5.36
C 6.25 -0.66 6.13
C 5.69 -0.08 7.25
S 6.14 -2.26 3.92
O 7.52 -2.57 4.06
O 5.21 -3.20 3.39
N 6.15 -0.90 2.87
C 4.98 -0.30 2.32
C 4.43 -1.19 1.18
C 3.25 -0.40 0.49
O 3.56 0.65 -0.08
O 2.14 -0.98 0.59
H 2.85 -0.14 9.12
H 3.51 1.40 8.55
H 4.47 0.39 9.62
H 2.57 -1.39 7.08
H 3.57 -2.45 5.07
H 7.29 -0.50 5.87
H 6.30 0.57 7.87
H 7.03 -0.77 2.36
H 5.23 0.68 1.91
H 4.24 -0.18 3.11
H 4.10 -2.15 1.55
H 5.19 -1.33 0.41
C -2.59 1.99 -3.30
As -2.60 0.26 -2.40
C -4.49 0.02 -1.96
C -2.42 -0.96 -3.92
H -3.31 1.98 -4.12
H -1.59 2.19 -3.70
H -2.86 2.78 -2.60
H -5.09 0.02 -2.88
H -4.83 0.83 -1.31
H -4.63 -0.93 -1.45
H -3.08 -0.64 -4.72
H -2.70 -1.97 -3.61
H -1.39 -0.97 -4.26
Se -2.93 2.72 0.72
C -4.53 2.30 1.41
N -5.56 2.00 1.85

15
Properties=species:S:1:pos:R:3 method="wB97M-V/def2-TZVPD" e_homo_ev="-6.50 / -7.31" e_tot_ev=-8291.2680 orbital_gap_ev="7.0 / 7.7" de_lowest_kcal_mol=86.0
C 1.38 -1.05 -1.06
N 0.44 -0.12 -0.72
C -0.08 0.99 -1.23
C -0.69 1.72 -0.15
C -0.59 1.03 1.01
C 0.00 -0.31 0.69
N -0.93 -1.40 0.84
H 1.45 -1.42 -2.07
H 2.30 -0.90 -0.51
H 0.96 -0.72 1.05
H 0.22 1.36 -2.20
H -1.09 2.73 -0.27
H -0.98 1.31 1.98
H -0.56 -2.11 1.45
H -1.84 -1.10 1.19

10
Properties=species:S:1:pos:R:3 method="wB97M-V/def2-TZVPD" e_homo_ev="-8.84 / -8.84" e_tot_ev=-12091.9890 orbital_gap_ev="7.8 / 7.8" de_lowest_kcal_mol=112.1
C -1.22 -0.96 -0.14
C 1.42 0.15 -0.37
O -0.66 -2.02 -0.44
Si -0.25 0.61 0.20
H -2.27 -0.87 0.21
H 1.20 -0.03 -1.48
H 2.11 0.98 -0.31
H 1.89 -0.78 0.04
H -1.48 0.96 2.38
H -0.75 1.97 -0.08

109
Properties=species:S:1:pos:R:3 method="wB97M-V/def2-TZVPD" e_homo_ev=-2.67 e_tot_ev=-108571.7467 orbital_gap_ev=1.1 charge=-1 de_lowest_kcal_mol=0.0
C 0.18 5.39 2.24
C 0.95 4.82 0.93
O 0.69 5.43 -0.16
N 1.89 3.65 0.99
C 1.43 2.82 2.15
C 1.72 2.96 -0.32
C 2.50 1.55 -0.45
C 3.92 1.50 0.29
C 4.08 0.33 1.38
O 3.31 -0.88 1.09
C 2.68 -1.40 2.25
O 3.25 -1.50 3.38
O 1.33 -1.91 2.20
C 0.47 -1.00 1.47
C -1.09 -1.22 1.97
O -1.60 -0.38 2.74
F -1.86 -2.40 1.54
H -0.22 6.45 2.04
H -0.72 4.68 2.38
H 0.83 5.34 3.19
H 1.72 3.34 3.14
H 0.28 2.64 2.14
H 1.90 1.78 2.20
H 2.08 3.60 -1.22
H 0.60 2.77 -0.54
H 2.66 1.39 -1.59
H 1.76 0.74 -0.13
H 4.72 1.34 -0.51
H 4.20 2.49 0.83
H 3.90 0.76 2.42
H 5.20 0.01 1.36
H 0.71 0.11 1.62
H 0.54 -1.26 0.34
C -4.63 -1.18 1.84
C -5.36 -0.12 1.08
O -4.99 0.25 -0.03
C -6.57 0.48 1.73
H -3.78 -1.53 1.25
H -4.26 -0.78 2.79
H -5.30 -2.03 2.02
H -6.29 0.96 2.68
H -7.32 -0.30 1.91
H -7.01 1.24 1.07
Na -1.24 -1.74 -0.43
C -8.90 -2.46 1.80
O -7.87 -2.41 2.65
H -9.24 -1.50 1.35
H -8.78 -3.08 0.89
H -9.86 -2.85 2.19
Mg -6.00 3.10 1.76
C 2.76 0.72 -8.36
C 3.86 1.19 -7.43
C 3.63 0.81 -5.97
C 2.37 1.41 -5.33
C 2.29 2.94 -5.35
C 3.42 3.62 -4.57
H 1.80 1.18 -8.12
H 3.00 0.98 -9.40
H 2.64 -0.37 -8.31
H 3.99 2.27 -7.53
H 4.81 0.74 -7.75
H 4.51 1.10 -5.38
H 3.56 -0.28 -5.89
H 2.32 1.07 -4.29
H 1.48 1.01 -5.82
H 1.34 3.25 -4.91
H 2.29 3.31 -6.38
H 3.42 3.29 -3.53
H 3.29 4.70 -4.59
H 4.40 3.40 -5.00
C 8.16 0.55 -1.15
C 8.87 0.04 -2.16
C 9.04 -1.43 -2.33
O 9.68 -1.86 -3.28
C 8.43 -2.31 -1.33
C 7.72 -1.80 -0.32
C 7.53 -0.33 -0.17
O 6.86 0.10 0.76
O 7.14 -2.61 0.61
O 9.47 0.85 -3.08
H 8.03 1.61 -1.02
H 8.57 -3.38 -1.46
H 6.69 -2.01 1.23
H 9.92 0.24 -3.71
O -4.31 -4.81 4.15
P -4.21 -4.68 2.61
O -3.21 -3.58 2.25
O -5.59 -4.30 2.05
O -3.77 -6.02 2.02
C -8.34 -4.37 6.95
C -8.52 -5.66 6.17
O -7.38 -5.74 5.31
S -6.11 -5.05 6.05
O -5.33 -6.09 6.65
O -5.55 -4.06 5.17
O -6.94 -4.29 7.22
H -8.62 -3.50 6.35
H -8.90 -4.37 7.88
H -9.44 -5.67 5.58
H -8.50 -6.53 6.83
O 9.20 0.00 2.82
H 8.69 -0.12 2.01
H 9.08 0.93 3.04
C -7.49 2.09 -2.56
C -8.08 2.87 -3.70
N -8.55 3.48 -4.59
H -7.83 2.49 -1.61
H -7.79 1.04 -2.63
H -6.40 2.15 -2.60

48
Properties=species:S:1:pos:R:3 method="wB97M-V/def2-TZVPD" e_homo_ev=-8.53 e_tot_ev=-55498.5698 orbital_gap_ev=8.1 de_lowest_kcal_mol=13.8
C 4.84 -1.11 -0.20
C 3.68 -0.37 0.40
C 2.37 -0.65 0.01
C 1.30 0.03 0.56
C 1.52 1.02 1.52
C 2.81 1.32 1.92
C 3.87 0.62 1.35
Cl 5.47 1.02 1.86
H 2.99 2.09 2.65
N 0.39 1.66 2.06
C 0.32 2.85 2.70
O 1.27 3.52 3.03
C -1.12 3.28 2.96
H -1.72 2.42 3.27
H -1.12 4.03 3.76
C -1.75 3.93 1.72
C -3.21 4.27 2.02
O -3.56 5.12 2.79
N -4.05 3.43 1.36
C -3.53 2.51 0.49
N -4.21 1.63 -0.10
N -3.71 0.76 -0.97
C -2.94 -0.19 -0.61
C -2.39 -1.10 -1.56
C -1.49 -2.03 -1.20
C -0.76 -2.94 -2.07
C -1.03 -3.06 -3.43
C -0.30 -3.93 -4.22
C 0.72 -4.69 -3.66
C 1.00 -4.58 -2.31
C 0.26 -3.71 -1.52
H 0.48 -3.63 -0.46
H 1.79 -5.17 -1.87
H 1.29 -5.37 -4.28
H -0.52 -4.02 -5.27
H -1.83 -2.48 -3.88
H -1.23 -2.12 -0.15
H -2.68 -0.95 -2.59
H -2.66 -0.33 0.44
S -1.77 2.80 0.29
H -5.05 3.49 1.49
H -1.19 4.83 1.44
H -0.48 1.26 1.75
H 0.30 -0.20 0.23
H 2.19 -1.41 -0.73
H 4.50 -1.84 -0.92
H 5.52 -0.41 -0.69
H 5.41 -1.61 0.59

40
Properties=species:S:1:pos:R:3 method="wB97M-V/def2-TZVPD" e_homo_ev=-8.38 e_tot_ev=-40357.5964 orbital_gap_ev=8.5 de_lowest_kcal_mol=40.3 smiles="N#CC1=C(SCC(=O)Nc2ccccc2)NC(=O)C[C@@H]1c1ccco1"
N -3.20 2.96 -1.78
C -2.88 2.16 -1.02
C -2.54 1.19 -0.07
C -1.27 0.99 0.34
N -0.95 0.06 1.30
C -1.88 -0.57 2.09
O -1.54 -1.41 2.89
C -3.30 -0.07 1.92
H -3.98 -0.84 2.31
C -3.63 0.28 0.47
C -3.74 -0.94 -0.40
C -3.05 -2.11 -0.42
C -3.57 -2.86 -1.51
C -4.53 -2.07 -2.07
O -4.64 -0.91 -1.41
H -5.18 -2.22 -2.91
H -3.27 -3.83 -1.82
H -2.28 -2.43 0.26
H -4.59 0.81 0.42
H -3.40 0.82 2.55
H 0.03 -0.25 1.41
S 0.03 1.95 -0.38
C 1.30 1.97 0.95
C 2.19 0.75 0.80
O 1.83 -0.34 1.23
N 3.34 0.98 0.14
C 4.37 0.08 -0.20
C 4.35 -1.26 0.17
C 5.40 -2.08 -0.20
C 6.46 -1.58 -0.93
C 6.48 -0.25 -1.29
C 5.44 0.58 -0.93
H 5.45 1.63 -1.22
H 7.31 0.15 -1.86
H 7.28 -2.23 -1.21
H 5.38 -3.12 0.08
H 3.52 -1.65 0.73
H 3.50 1.92 -0.19
H 1.84 2.91 0.83
H 0.79 1.96 1.91

142
Properties=species:S:1:pos:R:3 method="wB97M-V/def2-TZVPD" e_homo_ev=-10.37 e_tot_ev=-121327.7149 orbital_gap_ev=10.5 de_lowest_kcal_mol=46.4
C 4.40 -10.02 32.28
C 5.29 -8.96 31.74
O 6.49 -9.57 31.54
C 6.60 -10.63 32.43
O 7.60 -11.29 32.59
O 5.30 -10.86 32.92
H 3.88 -10.74 31.65
H 3.60 -9.60 32.90
H 5.28 -8.13 32.44
H 4.80 -8.64 30.83
C 3.71 -9.26 22.98
C 3.13 -7.91 22.47
O 3.13 -7.25 23.77
C 4.06 -7.83 24.54
O 4.41 -7.40 25.60
O 4.62 -8.97 23.99
H 4.35 -9.79 22.28
H 2.93 -9.99 23.21
H 2.11 -8.03 22.09
H 3.83 -7.46 21.78
C 5.86 -1.77 33.78
C 6.77 -0.53 33.88
O 7.42 -0.72 35.13
C 7.07 -1.87 35.72
O 7.56 -2.26 36.81
O 6.08 -2.48 34.97
H 5.77 -2.48 32.96
H 4.86 -1.35 33.84
H 6.31 0.44 33.66
H 7.62 -0.57 33.20
C 7.91 -2.71 26.35
C 7.46 -1.64 27.38
O 6.86 -0.66 26.58
C 6.84 -0.94 25.30
O 6.14 -0.36 24.48
O 7.31 -2.19 25.11
H 7.56 -3.72 26.53
H 8.99 -2.70 26.23
H 8.40 -1.19 27.70
H 6.95 -1.97 28.29
C 12.45 -7.29 27.14
C 11.16 -7.83 27.61
O 11.04 -7.17 28.86
C 11.62 -5.97 28.75
O 11.42 -4.96 29.45
O 12.36 -5.97 27.65
H 12.59 -7.37 26.06
H 13.27 -7.88 27.56
H 11.22 -8.91 27.78
H 10.38 -7.60 26.88
C 8.29 -5.24 30.68
C 8.94 -4.34 31.67
O 8.58 -4.83 32.94
C 7.99 -6.00 32.80
O 7.61 -6.77 33.73
O 7.59 -6.13 31.50
H 8.89 -5.73 29.91
H 7.53 -4.70 30.11
H 8.53 -3.33 31.66
H 10.00 -4.35 31.44
C 4.16 -6.34 36.00
C 4.18 -7.05 34.75
O 4.28 -6.02 33.71
C 3.80 -4.89 34.27
O 3.52 -3.91 33.56
O 3.76 -5.01 35.60
H 5.21 -6.24 36.29
H 3.54 -6.91 36.70
H 3.29 -7.69 34.73
H 5.05 -7.65 34.49
C 7.36 -5.95 24.90
O 8.34 -5.06 24.39
C 9.67 -5.21 24.51
O 10.29 -6.11 25.01
O 10.35 -4.18 23.94
C 11.75 -4.21 23.85
H 7.73 -6.95 24.64
H 6.42 -5.58 24.49
H 7.44 -5.78 25.97
H 12.25 -4.40 24.80
H 12.26 -3.34 23.41
H 11.96 -4.97 23.10
C 9.74 -8.85 31.22
O 10.69 -9.88 31.05
C 11.82 -9.97 31.78
O 12.17 -9.25 32.75
O 12.61 -10.87 31.14
C 13.92 -11.16 31.64
H 9.38 -8.76 32.24
H 9.06 -9.03 30.39
H 10.09 -7.85 30.94
H 14.56 -11.95 31.27
H 13.89 -11.25 32.72
H 14.58 -10.29 31.59
C 5.04 -13.09 27.78
O 6.46 -13.14 28.03
C 7.15 -12.08 28.53
O 6.71 -10.97 28.77
O 8.38 -12.46 28.59
C 9.34 -11.77 29.35
H 4.53 -12.46 28.52
H 4.62 -14.09 27.64
H 5.01 -12.59 26.81
H 10.35 -12.11 29.14
H 9.15 -11.81 30.42
H 9.17 -10.73 29.07
C 1.05 -6.26 30.06
O 1.98 -6.93 29.23
C 2.50 -8.15 29.45
O 2.43 -8.84 30.47
O 3.08 -8.40 28.31
C 3.96 -9.51 28.08
H 0.19 -6.90 30.22
H 0.70 -5.45 29.42
H 1.52 -5.92 30.98
H 4.75 -9.32 28.81
H 4.38 -9.45 27.07
H 3.52 -10.50 28.20
C 1.60 -2.01 31.02
O 0.59 -1.95 31.97
C -0.24 -3.04 32.14
O -0.05 -4.16 31.76
O -1.23 -2.54 32.92
C -2.11 -3.41 33.62
H 1.11 -2.14 30.06
H 2.38 -2.76 31.15
H 2.23 -1.12 31.02
H -2.61 -4.16 33.00
H -2.86 -2.90 34.22
H -1.62 -3.94 34.43
C 7.13 -7.65 27.79
O 6.32 -7.25 28.81
C 5.85 -5.92 28.78
O 6.32 -5.03 28.07
O 4.96 -5.89 29.77
C 4.41 -4.69 30.31
H 6.70 -7.46 26.80
H 7.37 -8.69 27.98
H 8.03 -7.04 27.75
H 4.44 -3.98 29.48
H 4.88 -4.17 31.14
H 3.37 -4.95 30.52